Density functional theory data (ωB97M-V/def2-TZVPD) for a single C11H21N3O4 molecule.

The value obtained for the HOMO energy is -9.2 eV. The value obtained for the molar mass is 259.31 Da. The net charge is 0. The energy relative to the best compared isomer or geometry (same formula, charge and spin) is 72.6 kJ/mol. For the HOMO-LUMO gap, the calculation gives 9.758 eV. The value obtained for the lowest unoccupied orbital energy is 0.56 eV. The SMILES is CC[C@H](C)[C@H](NC(=O)[C@@H](N)CCC(N)=O)C(=O)O. The calculation puts the total energy at -897.03152 Ha.

Bonds (Å) are listed after each position.
Atoms and positions in Å:
1 C 1.188 -1.989 -1.582  C2 1.565, C3 1.556, H14 1.066, N33 1.440
2 C 0.926 -0.456 -1.748  C1 1.565, N35 1.322, O36 1.263
3 C 1.971 -2.242 -0.261  C1 1.556, C4 1.552, H15 1.100, H16 1.108
4 C 1.503 -3.414 0.642  C3 1.552, C5 1.478, H17 1.106, H18 1.126
5 C 0.261 -3.088 1.375  C4 1.478, N34 1.373, O37 1.243
6 C -0.169 1.534 -0.800  C7 1.530, C8 1.606, H22 1.120, N35 1.467
7 C 0.964 2.477 -0.391  C6 1.530, O38 1.202, O39 1.360
8 C -1.346 1.845 0.247  C6 1.606, C9 1.550, C10 1.530, H23 1.158
9 C -0.931 1.586 1.718  C8 1.550, H24 1.122, H25 1.063, H26 1.125
10 C -1.914 3.235 -0.046  C8 1.530, C11 1.526, H27 1.124, H28 1.081
11 C -3.404 3.350 0.260  C10 1.526, H29 1.064, H30 1.107, H31 1.060
12 H 2.658 -1.877 -2.939  N33 1.005
13 H 1.381 -2.697 -3.456  N33 0.987
14 H 0.239 -2.474 -1.577  C1 1.066
15 H 1.946 -1.359 0.395  C3 1.100
16 H 3.007 -2.432 -0.603  C3 1.108
17 H 2.333 -3.549 1.360  C4 1.106
18 H 1.365 -4.375 0.073  C4 1.126
19 H 0.494 -4.646 2.842  N34 1.008
20 H -1.023 -3.783 2.706  N34 1.012
21 H -0.275 -0.540 -0.142  N35 1.038
22 H -0.480 1.878 -1.819  C6 1.120
23 H -2.098 1.022 -0.065  C8 1.158
24 H -1.817 1.837 2.359  C9 1.122
25 H -0.654 0.589 1.962  C9 1.063
26 H -0.126 2.326 1.985  C9 1.125
27 H -1.775 3.465 -1.137  C10 1.124
28 H -1.291 4.032 0.338  C10 1.081
29 H -3.721 4.360 0.151  C11 1.064
30 H -3.736 2.957 1.240  C11 1.107
31 H -3.935 2.805 -0.478  C11 1.060
32 H 2.595 2.505 0.573  O39 0.975
33 N 1.956 -2.543 -2.668  C1 1.440, H12 1.005, H13 0.987
34 N -0.076 -3.950 2.389  C5 1.373, H19 1.008, H20 1.012
35 N 0.177 0.108 -0.815  C2 1.322, C6 1.467, H21 1.038
36 O 1.330 0.174 -2.766  C2 1.263
37 O -0.494 -2.148 1.071  C5 1.243
38 O 1.008 3.648 -0.659  C7 1.202
39 O 1.963 1.829 0.267  C7 1.360, H32 0.975